1.
Formula: C33H57AlIN2O2Si
Source: the Open Molecules 2025 dataset
Level of theory: ωB97M-V/def2-TZVPD

XYZ file:
```
97
C33H57AlIN2O2Si | the Open Molecules 2025 dataset | ωB97M-V/def2-TZVPD
O 0.45 -2.73 -1.59
O -1.08 -1.91 -3.38
C 1.82 -2.75 -2.24
C 2.78 -3.39 -1.28
H 2.04 -1.70 -2.45
H 1.71 -3.29 -3.19
H 2.82 -2.83 -0.34
H 3.78 -3.39 -1.71
H 2.50 -4.43 -1.08
C -0.19 -4.11 -1.39
C -0.17 -4.94 -2.64
H -1.20 -3.86 -1.05
H 0.38 -4.54 -0.57
H -0.59 -4.41 -3.51
H -0.79 -5.84 -2.49
H 0.83 -5.30 -2.89
C -2.49 -1.80 -3.10
C -0.59 -1.31 -4.59
C -3.25 -3.03 -3.53
H -2.87 -0.90 -3.60
H -2.57 -1.65 -2.01
H -3.20 -3.19 -4.62
H -4.30 -2.90 -3.26
H -2.88 -3.92 -3.01
C -0.96 -2.09 -5.83
H 0.50 -1.26 -4.47
H -0.98 -0.29 -4.64
H -0.74 -3.16 -5.72
H -0.37 -1.72 -6.66
H -2.02 -1.96 -6.10
H -0.20 -2.19 -2.22
N 1.52 1.08 2.20
C 1.44 2.38 2.55
C 0.30 3.16 2.34
C -0.99 2.77 1.97
C 2.65 3.02 3.15
H 3.47 3.14 2.43
H 3.04 2.45 4.00
H 2.37 4.01 3.52
C -2.06 3.81 1.82
H -2.86 3.69 2.57
H -2.54 3.77 0.83
H -1.62 4.81 1.93
N -1.35 1.46 1.83
C 2.73 0.33 2.48
C 3.76 0.26 1.52
C 3.67 0.97 0.21
C 4.92 -0.46 1.81
H 5.70 -0.51 1.05
C 5.08 -1.09 3.04
H 5.99 -1.64 3.27
C 4.07 -0.99 4.00
H 4.17 -1.46 4.98
C 2.90 -0.27 3.74
C 1.85 -0.19 4.80
C -2.66 1.04 2.25
C -3.70 0.86 1.32
C -3.52 1.18 -0.13
C -4.95 0.41 1.77
H -5.75 0.29 1.04
C -5.15 0.13 3.12
H -6.12 -0.23 3.46
C -4.12 0.33 4.04
H -4.26 0.13 5.10
C -2.88 0.79 3.62
C -1.78 1.01 4.61
Al 0.08 0.46 1.17
H 3.60 0.26 -0.63
H 4.58 1.57 0.03
H 2.82 1.65 0.15
H 1.37 0.80 4.85
H 2.32 -0.36 5.78
H 1.06 -0.94 4.66
H -4.15 0.52 -0.74
H -2.49 1.07 -0.46
H -3.84 2.21 -0.35
H -0.83 0.56 4.30
H -2.08 0.56 5.56
H -1.59 2.08 4.79
H 0.43 4.23 2.54
C 0.31 0.56 -0.78
Si 0.44 2.23 -1.70
H 1.23 -0.02 -1.02
H -0.53 0.00 -1.24
C 1.69 1.98 -3.09
C 1.06 3.74 -0.76
C -1.24 2.68 -2.40
H -1.74 1.80 -2.83
H -1.11 3.42 -3.20
H -1.89 3.12 -1.63
H 2.60 1.50 -2.71
H 1.97 2.95 -3.52
H 1.27 1.36 -3.89
H 1.91 3.54 -0.10
H 0.25 4.21 -0.18
H 1.39 4.47 -1.52
I -0.38 -1.89 1.88
```

Results
E = -2381.2038 a.u.
Charge = +1
Energy above the lowest of the compared OMol25 structures with the same formula, charge and spin = 0.0 kJ/mol

2.
Formula: C25H47N4O2
Source: the Open Molecules 2025 dataset
Level of theory: ωB97M-V/def2-TZVPD

XYZ file:
```
78
C25H47N4O2 | the Open Molecules 2025 dataset | ωB97M-V/def2-TZVPD
N -1.43 -0.10 4.29
C -0.88 -1.46 3.96
C -0.83 -1.81 2.40
C -0.14 -0.73 1.46
C -0.09 -1.08 -0.08
C 0.53 -0.08 -1.10
C 1.08 1.27 -0.54
N 1.05 1.56 0.91
C 0.48 0.62 1.87
H -1.72 0.41 3.45
H -0.69 0.45 4.74
H 0.13 -1.68 4.50
H -1.62 -2.21 4.43
H -0.39 -2.87 2.27
H -1.94 -1.90 2.04
H -0.50 -2.06 -0.50
H 0.58 -0.29 -2.22
H 1.52 2.09 -1.21
H 1.45 2.45 1.23
H 0.48 0.93 2.96
C 6.53 1.60 0.21
C 5.50 2.43 -0.59
C 4.97 1.60 -1.78
C 5.99 1.44 -2.90
C 6.48 2.81 -3.37
C 7.02 3.69 -2.22
N 6.11 3.73 -1.03
O 5.08 4.57 -1.33
C 8.42 3.19 -1.79
C 7.30 5.11 -2.79
C 4.34 2.63 0.42
H 6.05 0.72 0.65
H 7.35 1.21 -0.39
H 6.96 2.18 1.03
H 4.06 2.06 -2.19
H 4.67 0.60 -1.43
H 6.83 0.82 -2.58
H 5.52 0.92 -3.74
H 7.25 2.67 -4.13
H 5.65 3.32 -3.87
H 8.73 3.64 -0.84
H 9.18 3.46 -2.53
H 8.48 2.11 -1.70
H 6.42 5.56 -3.25
H 8.06 5.06 -3.58
H 7.67 5.78 -2.01
H 4.67 3.24 1.27
H 4.00 1.67 0.82
H 3.46 3.11 -0.02
C -6.78 -4.33 -0.72
C -6.05 -3.86 0.56
C -7.09 -3.50 1.64
C -7.80 -2.18 1.35
C -6.80 -1.06 1.15
C -5.73 -1.37 0.08
N -5.12 -2.73 0.24
O -4.22 -2.65 1.26
C -6.35 -1.25 -1.34
C -4.67 -0.24 0.11
C -5.29 -5.14 1.02
H -7.35 -5.25 -0.53
H -7.50 -3.62 -1.11
H -6.06 -4.56 -1.52
H -6.60 -3.42 2.62
H -7.83 -4.30 1.73
H -8.45 -2.28 0.48
H -8.46 -1.93 2.19
H -7.33 -0.14 0.88
H -6.31 -0.85 2.11
H -5.69 -1.68 -2.10
H -6.51 -0.20 -1.60
H -7.33 -1.71 -1.42
H -4.21 -0.12 1.09
H -5.13 0.73 -0.14
H -3.88 -0.42 -0.63
H -4.52 -5.43 0.30
H -5.98 -5.98 1.12
H -4.81 -5.01 2.00
```

Results
Multiplicity = 3
E = -1349.7606 a.u.
Charge = +1

3.
Formula: C18H27ClN2O4RuS
Source: the Open Molecules 2025 dataset
Level of theory: ωB97M-V/def2-TZVPD

XYZ file:
```
54
C18H27ClN2O4RuS | the Open Molecules 2025 dataset | ωB97M-V/def2-TZVPD
Ru -0.09 0.39 2.43
Cl 0.52 0.65 0.10
C -1.42 -0.96 2.68
C -2.33 -0.69 1.62
C -3.66 -1.13 1.75
C -4.07 -1.89 2.85
C -3.16 -2.14 3.90
C -1.81 -1.72 3.81
H -1.94 -0.19 0.74
H -4.38 -0.90 0.96
H -3.52 -2.68 4.77
H -1.09 -1.98 4.59
C -5.46 -2.48 2.87
H -5.76 -2.68 3.91
H -5.49 -3.43 2.30
H -6.15 -1.77 2.39
C 2.16 -0.02 -3.40
N 1.92 -0.43 -2.08
H 1.33 1.62 -4.55
N 0.64 1.29 -2.49
H 2.89 -0.47 -4.05
C 2.82 -1.38 -1.34
C 3.59 -2.18 -2.37
C 3.78 -0.56 -0.48
H 4.27 -1.58 -2.98
H 4.23 -2.94 -1.88
H 2.93 -2.75 -3.04
H 2.66 -3.02 0.02
H 1.31 -2.92 -1.14
H 3.22 0.03 0.25
C 1.99 -2.33 -0.51
H 4.38 0.11 -1.12
H 4.47 -1.24 0.04
H 1.39 -1.79 0.22
C 1.38 1.03 -3.65
C 0.75 3.60 -1.61
H 1.63 3.83 -2.23
H 0.18 4.53 -1.47
C -0.14 2.57 -2.30
H -1.90 3.24 -1.30
C -0.53 3.08 -3.69
H -1.10 2.32 -4.26
H 1.07 3.23 -0.62
H -1.13 1.86 -0.54
H 0.34 3.40 -4.29
H -1.18 3.96 -3.59
C -1.39 2.29 -1.50
H -2.06 1.61 -2.02
C 0.96 0.36 -1.58
O -0.43 0.01 5.75
S 0.59 0.64 4.92
O 1.73 1.25 5.54
O 1.09 -0.40 3.79
O -0.06 1.73 3.90
```

Results
Multiplicity = 5
E = -2065.5938 a.u.
Charge = -2

Question: Look up the E of the third one.
Answer: -2065.5938 a.u.